# 1
{"formula": "H80O40", "method": "wB97M-V/def2-TZVPD", "symbols": ["H", "H", "O", "H", "H", "H", "H", "H", "H", "H", "O", "O", "H", "H", "H", "H", "H", "H", "H", "O", "H", "H", "H", "H", "H", "H", "O", "H", "H", "O", "O", "O", "H", "O", "H", "O", "O", "O", "O", "O", "H", "O", "H", "H", "H", "O", "O", "H", "O", "O", "H", "H", "H", "H", "H", "O", "H", "O", "O", "O", "H", "O", "O", "O", "H", "H", "O", "H", "H", "H", "O", "O", "H", "H", "H", "H", "H", "O", "O", "H", "H", "H", "H", "H", "H", "H", "H", "H", "H", "O", "H", "O", "H", "H", "H", "H", "H", "H", "H", "H", "H", "H", "H", "O", "H", "O", "H", "O", "O", "O", "H", "H", "H", "H", "O", "H", "O", "H", "H", "H"], "xyz": [[-6.66304, 0.54245, -1.43865], [-2.84188, -2.18724, 2.81760], [2.13365, -5.19349, -1.19630], [5.22369, -3.21764, 2.77946], [0.44303, 1.02697, -4.54213], [0.18064, 5.15080, -1.01437], [-0.45954, 0.51095, -5.51583], [0.49008, 2.15278, 5.36794], [0.44751, -1.03293, 1.13521], [-3.64607, -3.95201, -0.35110], [-2.79456, 2.61491, -4.77823], [3.28094, -2.36746, -1.49442], [-1.68810, -3.49783, -2.84853], [-0.47849, 1.78138, 6.37015], [-3.91200, -5.47429, -0.25208], [-0.19014, 3.46306, 2.06931], [2.29582, 2.44987, -0.02078], [3.23435, 2.86539, 2.02593], [-1.94106, -2.45379, 4.74698], [1.49582, -0.01889, 3.19261], [-2.07528, 1.93732, -5.08997], [-6.21089, 1.26581, 2.55148], [2.41618, -0.29458, 3.42343], [2.58101, 5.24031, 2.02970], [2.92744, -2.97491, 1.16215], [-4.32466, 0.00892, -5.18220], [-4.18984, -0.34726, -4.39087], [4.82026, 1.02776, 2.96358], [1.59886, -5.57018, 0.56701], [5.85703, -2.63818, 2.17145], [1.82941, 2.69003, -4.13652], [3.72274, -3.37358, 0.95373], [-2.04514, -1.36337, -2.06877], [1.44998, -1.07812, -3.13927], [2.70846, 3.14646, -2.14617], [-0.08302, 6.09937, -0.99824], [0.00293, -3.50549, -0.26538], [1.75719, 1.76045, 0.40272], [1.61450, -1.71268, 5.56029], [3.76269, 2.72034, 2.86937], [1.21366, 3.88712, -1.81977], [1.90589, 0.39829, -5.26250], [3.86187, 3.19906, -3.11738], [-3.27385, -0.71359, -4.36731], [-2.15889, -2.06302, 6.20919], [-2.35684, -2.07586, 1.97618], [3.59713, 3.42277, -2.20787], [-1.67167, -1.48778, -4.97461], [5.27996, -0.61258, -2.04870], [1.72774, -4.80693, 1.12828], [-4.31754, 4.60297, -1.53454], [-0.55554, -4.75422, 4.20006], [3.15874, -2.29732, -0.53146], [5.17542, -0.92416, -1.26623], [-2.11617, 0.85482, -2.92947], [-3.16823, 1.11008, 1.75217], [3.81708, -1.76201, -1.93011], [-2.30331, 2.43667, 4.79985], [-1.19242, -4.13640, 3.98073], [4.51560, -0.05017, 2.66311], [1.22967, 2.42289, -2.32568], [-6.51318, -0.38815, -1.27949], [-2.61526, -2.17062, 5.39553], [-3.01888, 1.02326, -2.56286], [6.03059, 0.01321, -1.74287], [0.86500, -0.64117, 3.54772], [-0.53769, 4.11330, 2.60130], [-0.99363, 6.06914, -1.45762], [-2.48076, 1.79921, 5.35098], [-2.07412, 2.46420, -0.62845], [-1.73930, 2.90889, 0.26476], [-3.45409, -4.79851, 0.17847], [-2.77140, 2.49022, -3.75421], [0.74359, -4.58980, 1.14563], [1.69851, -2.28346, 6.23244], [-5.16798, 1.01559, 3.29831], [1.74507, -0.53277, 1.52000], [-6.04028, 0.59226, 3.28140], [0.49598, 1.73989, 6.24379], [-1.01380, 1.76361, 3.77953], [1.52835, -1.83481, -3.75176], [-2.93349, 2.71669, 4.12374], [0.45582, -4.22313, -0.75894], [2.08823, 0.28521, -4.35369], [-2.65227, -4.42759, -2.24346], [4.04931, 0.35328, 1.86770], [-1.52649, 4.03763, 2.26035], [-5.65115, -0.51734, -1.79478], [3.49820, -4.22390, 1.30551], [-0.53771, 0.82006, -4.59587], [0.80124, -3.21814, 0.24316], [-2.64638, -3.55198, -2.51345], [1.54151, 2.73837, -5.09999], [2.64386, 5.21684, 0.54078], [-3.66197, 0.56591, -3.38627], [1.05059, 1.46265, -0.17548], [2.84522, 2.36484, -4.12189], [-0.81198, 3.00897, -0.02244], [-2.14817, 1.13199, 1.86144], [-3.88583, 3.22351, -1.28721], [3.70128, 3.63978, 3.20064], [2.52549, -0.17614, -5.81757], [2.69793, -4.38869, -1.27357], [2.99744, 5.03037, 1.27085], [-2.46489, -1.02281, -6.28028], [-0.58299, 1.41611, 2.99591], [-3.48856, 0.38766, 1.13053], [1.32606, -1.19339, 1.02828], [1.01131, 3.04475, -1.62829], [-1.64503, -1.17403, -2.85079], [2.44815, -5.75003, -1.86382], [-1.42391, -4.67479, 2.97168], [5.73846, -1.81734, 2.30790], [-0.95453, -0.50658, -2.85887], [-1.81041, -1.64087, -5.99719], [-2.12357, -2.99156, 1.97459], [-3.85367, 4.10339, -0.86562], [0.00160, 0.89692, 3.28668], [1.33186, -1.45326, -2.30037], [2.26389, -1.09885, 5.37323]], "atomic_forces_ev_per_a": [[-0.313, 0.430, 0.109], [-0.284, 1.316, -0.251], [-0.049, 1.511, 0.218], [2.092, 2.558, -2.205], [-1.765, -0.055, 0.559], [-0.639, 1.096, 0.301], [-0.642, -0.444, 0.250], [0.723, 0.061, -0.056], [-4.077, 0.590, 0.468], [0.455, -1.847, 1.243], [1.784, -1.762, 1.012], [-2.486, -2.722, 0.875], [-2.130, 0.475, 0.696], [0.940, -0.188, 0.528], [-1.300, -1.640, -1.028], [1.699, -2.716, -1.602], [-0.853, -0.579, -0.190], [0.845, -0.619, 1.299], [-0.324, 0.025, 0.668], [1.736, 0.511, 0.697], [-1.798, 2.091, 1.168], [-1.328, -1.533, 0.717], [-0.948, 0.227, -0.106], [-2.847, 1.499, 3.156], [-2.718, 1.888, 0.845], [-0.967, 2.570, -5.304], [1.644, -2.892, 5.215], [-1.219, -4.510, -0.622], [0.992, -0.503, -0.442], [0.551, -11.658, 0.517], [2.774, -0.601, -1.389], [2.379, -0.398, -0.667], [-1.481, -0.464, 3.769], [-0.002, 0.582, -2.444], [-1.118, -0.396, 0.253], [-1.634, -1.152, -1.309], [1.104, -0.162, 0.038], [1.008, -0.270, 1.209], [-3.656, 1.070, -4.095], [-1.134, 1.248, -1.311], [1.024, 4.517, -1.984], [1.632, -0.898, -3.959], [0.232, 0.601, 0.888], [-0.971, -0.160, -0.039], [0.656, 0.130, 1.015], [-0.659, 0.044, 1.208], [2.373, 0.265, -0.615], [-0.325, -0.464, -2.753], [3.704, 5.337, -6.396], [-3.184, -0.525, 1.721], [-0.306, 0.645, -0.164], [2.480, -1.795, 1.499], [0.873, 0.436, -0.705], [-1.730, -4.097, 8.234], [-1.304, 0.270, 0.522], [0.675, -0.937, -0.392], [1.213, 1.798, -0.641], [2.669, 6.191, -4.380], [-2.921, -1.183, -6.079], [0.418, 5.868, -0.301], [-0.444, 0.489, -0.758], [2.108, -0.420, -1.249], [-0.327, -0.031, -1.531], [-0.932, -0.542, -2.139], [-1.533, -0.980, -1.697], [0.210, -0.899, 0.445], [-4.487, 2.469, 0.591], [2.067, 0.078, 1.181], [-2.758, -5.445, 4.039], [0.473, 1.268, 2.980], [0.343, -1.590, -3.585], [0.897, 3.478, -0.078], [-0.189, 0.080, -2.492], [1.565, 0.068, 0.741], [1.311, -2.625, 3.802], [1.022, -1.095, 1.129], [0.880, 1.722, 1.303], [0.439, 2.558, -1.965], [-1.525, 0.251, -0.485], [-0.673, 0.525, 0.083], [-0.132, 0.533, 0.542], [-0.239, -0.845, 0.614], [-0.597, 0.364, -0.186], [0.702, -0.973, 1.729], [-0.439, -2.801, 1.082], [0.463, -1.305, 0.935], [2.920, 0.547, 1.072], [-1.738, 0.000, 1.110], [0.224, -1.074, -0.016], [1.535, 0.420, -0.717], [-1.034, 0.627, -0.610], [2.412, 2.182, -1.682], [0.866, -0.227, 1.764], [-4.997, 2.822, -8.612], [1.808, 1.673, 2.773], [0.311, 0.408, -0.082], [-3.920, 0.940, -0.830], [-0.177, 0.212, 0.479], [-2.277, -0.472, -0.495], [0.167, 0.171, 0.541], [0.487, -0.838, 0.150], [-1.308, 1.133, 1.478], [-0.285, -0.315, 0.267], [7.610, -4.211, 5.381], [-0.686, 0.613, -0.292], [-7.156, 5.893, -3.733], [1.232, 1.261, 1.337], [2.930, -3.108, -2.906], [-1.947, -4.469, 1.994], [1.990, -0.027, -4.923], [0.649, -1.423, -1.739], [0.579, 2.701, 4.414], [-1.897, 9.411, 1.996], [0.145, -0.238, 0.517], [1.308, -0.237, 3.074], [0.867, -1.095, -1.186], [-0.237, -0.682, -0.676], [7.460, -6.099, 3.073], [0.093, -1.029, 2.159], [2.295, 1.518, 0.424]], "spin_multiplicity": 1}


# 2
{"formula": "H80O40", "method": "wB97M-V/def2-TZVPD", "symbols": ["O", "H", "H", "H", "H", "O", "H", "O", "O", "H", "H", "H", "H", "H", "H", "H", "H", "H", "H", "H", "H", "H", "H", "O", "H", "H", "H", "H", "O", "O", "O", "H", "H", "O", "H", "H", "H", "H", "O", "H", "O", "O", "H", "O", "H", "O", "O", "O", "H", "H", "O", "O", "H", "H", "O", "H", "H", "O", "H", "H", "H", "O", "O", "H", "H", "H", "H", "H", "H", "H", "H", "H", "O", "H", "H", "H", "H", "H", "H", "H", "H", "H", "H", "H", "O", "H", "H", "H", "H", "H", "O", "H", "O", "O", "H", "O", "H", "O", "O", "H", "H", "H", "O", "O", "O", "O", "H", "O", "H", "H", "H", "H", "O", "O", "H", "H", "H", "O", "O", "O"], "xyz": [[0.88743, -5.72745, 3.02340], [3.13189, 4.32680, -0.06133], [-0.67718, -1.04832, -1.18037], [-1.67823, 2.07638, -2.70499], [-0.66086, 1.03896, 0.10487], [-2.51846, -2.84288, 2.34112], [2.94048, 3.86659, -1.47514], [-0.02090, -3.43711, -5.88290], [5.44351, 1.13869, 0.52209], [0.81157, 2.44644, -0.08909], [0.02186, -0.83233, 3.95813], [-1.74595, -0.41359, -4.23727], [1.67378, 3.62058, 4.24482], [3.21414, -0.39889, -1.14146], [-3.59883, 5.10130, -1.46683], [-0.97549, 1.40739, 1.57778], [1.88141, -3.41835, 5.78814], [4.85031, 0.55481, 0.01162], [1.39923, 2.91068, -2.82974], [0.64149, -1.65376, -1.18870], [-3.35650, 2.28814, 1.35107], [-4.22633, -3.14325, -0.82106], [2.14664, -2.08745, 1.54754], [2.48559, 4.29891, -0.81024], [-3.03898, 4.76340, -2.93542], [1.52949, 0.59125, 5.32202], [0.32222, -5.71890, 2.32910], [1.47217, -4.91455, 2.97795], [-3.89540, 1.14652, -4.43901], [0.17124, -0.85372, -1.53248], [4.81848, -1.72962, 0.44356], [5.04029, 4.03769, 1.52752], [-2.26348, -1.63504, 0.87777], [-1.39419, -0.62091, -3.35843], [-4.80446, 1.40102, -4.39310], [2.63896, -2.72326, 4.56712], [-2.43313, 0.06764, -2.26239], [-2.43308, 3.42481, -0.83602], [1.22510, 1.36758, 4.90512], [-2.17056, -2.62957, 3.21159], [-0.59563, 0.89999, 0.99828], [0.97804, 2.52695, -3.72982], [-0.89788, -4.64879, 4.69214], [-3.19514, 1.43596, 0.83198], [-2.40000, -5.39961, 3.13011], [-3.58021, -3.93855, -0.86032], [-1.18540, 3.58515, 2.15979], [-1.67620, 2.94868, -2.28620], [-1.67988, -4.64066, 2.05398], [-1.26793, 3.55477, -3.02622], [2.67920, -3.18774, 5.29445], [-2.29320, -0.97464, 3.75391], [-5.49661, 0.28487, 0.00582], [-3.66298, 0.82905, -3.53764], [-5.30710, -1.77697, -3.30846], [4.24825, 3.00749, 0.85659], [0.31139, -4.07496, -5.28755], [-3.40588, 0.40458, -1.99583], [1.63871, -3.35980, 0.89872], [-1.84475, -3.16332, 1.83000], [3.71409, -1.17379, -4.00038], [-3.71632, 5.40634, -2.36568], [-0.63168, -4.04325, 5.37492], [3.10151, 3.96967, 3.87218], [-3.68296, 3.88937, -0.02256], [-4.05805, 1.41411, 0.43488], [0.64708, -2.69454, -5.78490], [-3.39664, 0.95468, -1.20898], [-5.06436, -1.34757, -4.03108], [2.54256, -1.53864, -1.59936], [6.33330, 0.65939, 0.37239], [-6.02082, -1.59067, 0.92308], [0.08034, -1.59739, 4.59519], [1.75755, 2.07582, 5.26259], [-5.69743, -0.17288, -1.64409], [-5.20312, -2.70684, -3.23304], [0.53138, 3.30787, -4.11612], [2.12909, -6.09818, 1.00678], [3.02986, -0.07783, -4.82355], [0.43055, 4.47108, -5.24571], [5.10086, -2.02295, -0.36278], [2.17982, 1.12036, -2.09267], [2.39043, 1.43922, -3.80270], [0.91359, 2.05964, 1.57377], [0.71836, 2.30251, -1.01497], [-2.55292, -1.04658, -0.44571], [-0.50923, -0.35914, -3.54987], [-4.52426, -1.32463, 1.50561], [-0.50651, 3.88816, 2.80023], [-1.75959, -0.27773, 3.96796], [1.66611, -2.47196, 0.72953], [4.26344, 1.21254, -3.21862], [2.58397, 3.68144, 4.56565], [2.68164, 0.96147, -2.94040], [-0.14737, -2.07167, 3.75697], [5.02217, 1.23906, -3.90346], [5.48503, -1.86312, 1.09484], [-0.11834, 4.70254, -4.40264], [3.50319, -0.99213, -4.98417], [-2.83013, -3.55349, -0.45417], [0.39496, -4.13680, 5.18687], [4.94141, 0.18164, 3.05090], [3.50138, -1.23334, -1.67076], [4.12657, 0.03030, 3.44602], [-5.86008, 0.63782, -0.87469], [-2.66821, 3.99730, -0.07081], [-0.76891, 3.79096, 1.27813], [4.23925, 3.94439, 1.09783], [0.20321, 5.60568, -4.01198], [5.22221, 0.25086, -3.90667], [2.25671, -4.82459, 0.06209], [0.28402, 1.32384, -1.12542], [-5.35698, -0.89810, 1.30148], [-1.89537, -1.67806, 0.00017], [2.40259, 2.36154, 1.70172], [3.45991, 0.49975, 3.11086], [-3.04052, -1.15951, 4.12779], [2.05248, -5.09847, 0.88128], [1.73894, 1.80346, 1.66158], [-1.60750, -5.37367, 2.52900]], "atomic_forces_ev_per_a": [[4.271, 1.066, 4.215], [-0.650, 0.394, -0.909], [-1.442, -0.243, 0.710], [-0.103, 0.196, -0.003], [-1.339, 1.063, -2.273], [-3.243, 0.302, 0.951], [1.457, -1.354, -2.179], [0.804, 2.573, -0.702], [1.739, -1.311, -0.687], [0.495, -0.069, 0.830], [0.910, 0.790, 1.905], [-1.001, -0.271, 0.043], [0.378, 0.153, -0.169], [1.665, -1.654, -1.238], [0.473, -0.070, 0.289], [-4.156, 4.921, 4.046], [0.239, 0.950, -0.771], [0.264, 0.124, 0.489], [-1.890, -1.293, -2.816], [-0.271, 1.094, -0.035], [1.204, -1.439, -0.715], [1.513, -2.072, -0.251], [-1.019, -0.715, -2.272], [-0.933, 1.500, 2.667], [-2.902, 2.488, 2.487], [0.516, -1.527, 0.789], [-2.726, 0.320, -3.095], [-1.140, -1.710, -0.184], [1.110, -0.583, -0.336], [2.600, -0.647, 0.101], [-1.781, 1.550, 3.073], [2.696, 0.676, 1.377], [0.237, 0.054, 1.257], [-1.122, 0.307, -1.462], [-0.812, 0.333, 0.104], [-1.392, 3.986, -5.522], [-2.441, 0.933, 0.714], [0.123, 0.329, 0.228], [-1.071, 0.912, -0.811], [0.320, 0.301, 0.054], [4.773, -6.252, -1.001], [1.266, 1.337, 2.098], [-0.546, -0.771, -0.602], [-0.640, 1.729, 1.341], [1.123, 0.081, -1.196], [-3.129, 1.420, -0.450], [1.739, 0.315, -0.438], [0.866, 1.429, -2.627], [-0.925, 4.235, -2.910], [-0.939, -1.695, 2.188], [1.343, -4.744, 6.482], [4.755, -0.995, -5.069], [-0.984, -0.077, -1.904], [-0.619, 0.487, -0.231], [-2.490, -1.101, 6.158], [0.255, -0.131, -0.187], [0.449, -1.277, 1.027], [2.871, -1.633, -0.349], [-0.177, -3.623, 0.892], [2.708, -0.760, -1.939], [-0.573, 0.119, -2.083], [2.393, -2.126, -3.051], [3.487, -0.212, -0.347], [1.669, 0.954, -2.393], [2.421, 0.273, 0.044], [-1.048, -0.555, -0.534], [-1.185, -1.250, -0.328], [0.302, 0.267, -0.033], [2.006, 2.090, -5.212], [1.871, -0.489, -0.657], [-2.058, 1.366, 0.399], [2.054, 1.691, 1.152], [0.130, 1.127, -3.476], [0.498, 0.087, 0.134], [-0.405, 3.334, 3.479], [0.503, -0.896, -0.828], [0.366, -0.674, 0.883], [-0.101, 2.250, -0.511], [1.536, -2.789, -0.797], [-1.415, 1.464, 1.988], [1.083, -1.309, -3.265], [-0.066, 0.506, -2.019], [-0.407, -0.381, 2.961], [-5.920, 2.198, -0.245], [-1.500, -3.814, -2.082], [1.172, -1.201, 0.332], [1.705, 0.084, 0.781], [0.160, -0.516, 0.124], [-0.710, -0.251, -0.409], [0.933, 2.770, 1.809], [0.940, 4.799, 1.342], [1.347, 0.311, -1.311], [-1.977, -0.702, 2.416], [-0.001, 0.115, -0.282], [0.087, -1.574, 1.547], [-0.450, -1.995, 1.535], [0.855, -0.348, 0.633], [1.477, 2.264, -1.368], [-1.128, 2.058, 2.819], [1.509, 0.701, 0.501], [-3.169, 0.372, 0.705], [1.789, 0.802, -1.437], [-3.338, 1.634, 1.538], [1.829, -3.938, 3.777], [1.045, -3.230, -1.700], [-2.768, -0.185, -0.178], [-1.071, -0.056, 1.072], [-2.355, -0.996, -0.694], [-0.624, -2.529, -1.350], [-0.079, 2.005, -0.448], [1.500, 0.761, -4.829], [1.928, 3.438, 0.167], [-2.046, -1.415, -0.857], [-1.886, 1.332, -1.741], [4.206, 4.924, 0.358], [-3.840, 3.134, -2.395], [-6.576, -0.427, 4.084], [-0.927, -3.223, 4.579], [2.387, -7.141, 0.482], [-0.837, -5.337, 4.040]], "spin_multiplicity": 1}


Energy above the lowest of the compared OMol25 structures with the same formula, charge and spin across the listed records, respectively: 405.7, 389.2 kcal/mol.